140
Properties=species:S:1:pos:R:3:forces:R:3:lowdin_charge:R:1 method="wB97M-V/def2-TZVPD" e_tot_ev=-337706.3333 homo_lumo_gap_ev=3.934 e_homo_ev=-0.7 charge=-2 de_lowest_ev=0.0000
Rb 2.349532 1.590394 0.849626 -0.925 0.562 -0.255 0.37
O 2.274646 0.291005 4.269006 0.002 -0.005 0.068 -0.46
S 1.556768 -0.481275 3.227759 -0.070 -0.050 0.063 0.84
C -0.161500 -0.656420 3.778777 -0.018 -0.072 0.020 -0.34
C -0.720166 -1.878457 4.134476 -0.045 -0.009 -0.019 -0.09
C -2.056707 -1.955589 4.498815 -0.020 -0.027 0.025 -0.09
C -2.821894 -0.801049 4.524401 -0.007 0.033 -0.005 -0.09
C -2.253732 0.418741 4.185371 0.058 0.017 0.016 -0.07
C -0.914624 0.531923 3.802726 -0.033 0.033 -0.046 -0.33
P -0.158405 2.099364 3.082844 -0.121 -0.192 0.227 1.00
C -1.698900 3.084698 2.912820 0.084 0.019 -0.026 -0.40
C -2.266648 3.796033 3.966587 -0.027 0.046 0.043 -0.09
C -3.438752 4.516614 3.781834 -0.031 -0.003 -0.020 -0.09
C -4.051816 4.542638 2.535931 0.020 0.004 -0.012 -0.10
C -3.479938 3.851037 1.477012 -0.001 0.006 -0.010 -0.08
C -2.308974 3.132159 1.664492 -0.027 -0.050 -0.068 -0.13
C 0.559909 2.881485 4.578867 -0.056 -0.048 -0.032 -0.37
C 1.165350 4.125270 4.411015 -0.020 0.026 0.118 -0.12
C 1.724648 4.776217 5.502805 0.020 0.020 -0.064 -0.07
C 1.685054 4.198062 6.761660 -0.001 -0.019 0.038 -0.11
C 1.088033 2.953190 6.931836 -0.015 0.024 -0.027 -0.11
C 0.528934 2.298542 5.843673 0.048 0.023 0.073 -0.11
C 2.096794 -2.183541 3.458905 0.048 -0.039 0.087 -0.39
C 2.398816 -2.560496 4.765705 0.008 0.014 -0.053 -0.07
C 2.843522 -3.842343 5.019560 0.005 -0.001 0.053 -0.07
C 3.000288 -4.741149 3.966928 -0.011 -0.003 -0.017 -0.08
C 2.742975 -4.341899 2.668550 -0.008 0.004 0.050 -0.08
C 2.295332 -3.046274 2.386208 -0.034 0.051 -0.018 -0.35
P 2.102621 -2.436583 0.648694 -0.173 0.027 0.022 1.13
C 0.578953 -3.313870 0.125543 0.030 -0.148 0.054 -0.38
C -0.343819 -3.840407 1.026684 -0.020 -0.018 -0.003 -0.08
C -1.530839 -4.412326 0.582483 0.013 -0.004 -0.010 -0.08
C -1.799404 -4.498731 -0.774928 -0.067 -0.029 -0.017 -0.09
C -0.884672 -3.983315 -1.684463 0.031 0.067 0.005 -0.09
C 0.278447 -3.373245 -1.238183 -0.042 -0.006 -0.032 -0.13
C 3.421811 -3.467204 -0.106135 0.036 0.078 -0.094 -0.36
C 3.239311 -4.658857 -0.800577 -0.022 -0.029 0.007 -0.10
C 4.331598 -5.347922 -1.313256 -0.001 -0.013 0.004 -0.09
C 5.615381 -4.856002 -1.128220 0.035 -0.036 -0.032 -0.10
C 5.805189 -3.667756 -0.434644 -0.007 0.036 0.041 -0.09
C 4.716401 -2.970580 0.066054 -0.051 -0.050 -0.052 -0.10
H -0.124715 -2.780462 4.132695 -0.001 0.012 -0.010 0.09
H -2.488888 -2.913724 4.764165 0.007 0.017 -0.004 0.10
H -3.867061 -0.842948 4.811604 0.023 -0.009 -0.011 0.10
H -2.866868 1.308903 4.205864 -0.023 0.029 -0.004 0.10
H -1.780992 3.803927 4.935958 -0.004 -0.025 -0.038 0.11
H -3.864303 5.071042 4.610754 0.008 0.000 -0.016 0.09
H -4.956826 5.120133 2.383422 0.014 -0.006 0.013 0.09
H -3.926994 3.891669 0.490529 0.002 0.032 0.057 0.09
H -1.842288 2.627622 0.824909 0.001 0.019 0.074 0.07
H 1.198447 4.589390 3.433658 0.018 -0.011 -0.051 0.02
H 2.212786 5.727766 5.331182 -0.003 -0.007 0.038 0.11
H 2.129280 4.707321 7.610691 -0.005 -0.013 -0.020 0.09
H 1.059810 2.486865 7.910739 0.015 0.003 -0.002 0.09
H 0.089068 1.319052 5.987198 -0.030 0.017 -0.013 0.09
H 2.293597 -1.818947 5.550006 0.000 -0.041 -0.015 0.12
H 3.077378 -4.143366 6.033420 0.000 -0.006 -0.002 0.10
H 3.348326 -5.749252 4.158887 0.003 0.013 0.005 0.10
H 2.912200 -5.032822 1.852992 0.002 -0.022 -0.004 0.10
H -0.139339 -3.806857 2.088544 0.004 0.015 -0.005 0.08
H -2.240010 -4.799506 1.305734 0.016 0.016 -0.025 0.10
H -2.718635 -4.952227 -1.130890 0.077 0.059 0.043 0.09
H -1.088847 -4.041262 -2.746654 -0.029 0.033 -0.016 0.10
H 0.965070 -2.941731 -1.959985 -0.001 0.006 0.034 0.11
H 2.241601 -5.059199 -0.937047 0.026 0.009 -0.014 0.10
H 4.176629 -6.274285 -1.854569 0.003 0.021 0.007 0.10
H 6.465806 -5.392612 -1.532793 -0.013 0.006 0.017 0.09
H 6.804199 -3.271271 -0.294272 0.000 -0.016 -0.011 0.10
H 4.837295 -2.016241 0.570923 0.022 0.005 0.012 0.07
S 2.587292 7.099947 1.455506 0.059 -0.114 -0.133 -0.30
As 2.734644 5.051304 0.842310 0.027 0.099 0.143 -0.52
S 0.689666 4.167611 0.895815 -0.123 0.550 0.176 -0.10
S 3.958103 3.915874 2.283646 -0.105 0.168 -0.097 -0.19
S 3.453955 4.710262 -1.196106 0.018 -0.026 0.206 -0.12
C 6.161122 -0.012843 -1.654402 0.050 0.036 -0.005 -0.20
As 5.787772 0.759858 0.085932 -0.155 -0.117 0.085 0.97
C 7.204560 0.131549 1.254159 0.020 -0.016 0.000 -0.20
C 6.026938 2.633724 -0.121690 0.027 -0.037 -0.011 -0.28
O 4.332336 0.172031 0.632640 1.465 -0.699 -0.314 -0.78
H 7.224065 -0.228251 -1.768060 -0.001 0.028 -0.016 0.03
H 5.850852 0.701134 -2.415390 -0.026 0.000 -0.022 0.04
H 5.582072 -0.927985 -1.755335 0.001 -0.035 0.008 0.02
H 7.771820 -0.670703 0.783103 -0.005 -0.024 0.006 0.02
H 6.727255 -0.234073 2.160186 -0.019 -0.005 0.042 0.03
H 7.869312 0.955799 1.504702 0.025 0.011 -0.012 0.03
H 7.006479 2.773255 -0.588699 -0.019 0.049 0.025 0.04
H 5.934675 3.124476 0.850094 0.045 0.006 0.026 -0.05
H 5.225477 3.072099 -0.733855 0.013 -0.022 -0.023 -0.08
C -0.678532 -0.663393 -3.467764 0.038 -0.109 0.056 -0.43
C -1.703251 -0.024826 -4.380494 -0.058 0.293 -0.131 -0.47
As -2.648141 -1.345713 -5.464857 -0.034 -0.070 0.057 1.29
C -4.122824 -0.193484 -6.057199 0.009 -0.067 -0.007 -0.40
C -5.365698 -0.763977 -6.325269 -0.026 0.036 -0.003 -0.13
C -6.416173 0.011289 -6.791886 -0.002 -0.005 0.011 -0.10
C -6.235881 1.371732 -7.005577 -0.027 0.018 -0.018 -0.11
C -5.001893 1.947680 -6.747597 0.031 0.005 0.001 -0.09
C -3.950138 1.169848 -6.276900 -0.011 0.018 -0.004 -0.11
C -3.616071 -2.203464 -3.993978 -0.088 -0.004 -0.048 -0.42
C -3.976162 -3.539662 -4.131621 -0.050 -0.047 0.086 -0.15
C -4.742225 -4.170804 -3.156210 0.007 0.029 -0.011 -0.11
C -5.144457 -3.465508 -2.031485 0.030 -0.010 0.001 -0.10
C -4.766143 -2.137388 -1.873434 -0.077 -0.071 0.027 -0.07
C -4.007271 -1.509530 -2.849191 -0.002 0.037 -0.047 -0.08
P -0.004178 0.395837 -2.096720 0.289 0.042 -0.012 1.08
C -1.585078 0.618344 -1.203827 -0.102 -0.016 0.049 -0.37
C -1.822800 -0.302849 -0.181984 -0.004 0.031 0.021 -0.09
C -3.043778 -0.337784 0.478841 0.086 0.051 0.052 -0.08
C -4.044124 0.553863 0.122777 0.039 0.121 0.060 -0.11
C -3.813082 1.490725 -0.877961 -0.050 -0.047 -0.010 -0.11
C -2.590708 1.529270 -1.531994 0.093 0.034 0.021 -0.11
C 0.321707 1.977519 -2.937441 0.035 0.054 -0.017 -0.39
C 0.957242 1.991106 -4.183333 -0.081 -0.038 0.018 -0.13
C 1.380147 3.189143 -4.738674 -0.007 0.038 -0.019 -0.10
C 1.212856 4.380281 -4.043184 -0.007 0.006 -0.052 -0.11
C 0.626159 4.371140 -2.788837 -0.037 -0.032 0.032 -0.13
C 0.165084 3.177341 -2.248141 -0.062 -0.058 -0.050 -0.15
H 0.157254 -1.095199 -4.026512 -0.016 0.056 -0.038 0.07
H -1.141584 -1.486703 -2.922412 0.022 -0.178 0.046 0.03
H -1.243418 0.689172 -5.061746 0.095 0.043 0.039 0.05
H -2.450544 0.522949 -3.800405 0.132 0.007 -0.128 0.04
H -5.523637 -1.822588 -6.150314 0.018 -0.009 0.009 0.09
H -7.379524 -0.447042 -6.982203 0.007 0.011 -0.004 0.10
H -7.055707 1.980373 -7.367358 0.008 -0.007 0.008 0.09
H -4.849898 3.008532 -6.905720 -0.016 -0.011 0.007 0.10
H -2.998995 1.647112 -6.072917 -0.007 -0.029 0.004 0.09
H -3.659668 -4.093599 -5.008472 0.001 -0.003 -0.022 0.08
H -5.020716 -5.210750 -3.276997 -0.009 -0.013 0.000 0.10
H -5.741053 -3.951874 -1.268546 0.011 -0.003 -0.009 0.10
H -5.055415 -1.584172 -0.987135 0.014 -0.085 -0.119 0.09
H -3.722433 -0.470058 -2.706258 -0.134 -0.212 0.014 0.08
H -1.038817 -1.001479 0.098485 -0.043 0.033 -0.002 0.09
H -3.196372 -1.046799 1.285260 -0.010 0.008 -0.021 0.10
H -4.991337 0.547989 0.649266 -0.005 0.007 0.000 0.11
H -4.585122 2.205505 -1.139278 0.018 -0.033 0.000 0.11
H -2.403041 2.279428 -2.291507 -0.006 0.003 0.015 0.11
H 1.141585 1.065541 -4.719464 -0.013 -0.034 -0.003 0.09
H 1.872829 3.187193 -5.705032 0.000 -0.001 0.015 0.09
H 1.600483 5.307210 -4.448073 -0.005 -0.024 0.007 0.10
H 0.579121 5.267829 -2.184001 -0.019 -0.033 -0.024 0.09
H -0.222223 3.200570 -1.234183 0.012 0.023 -0.081 0.00